Here is a 5-piece molecular cluster, H10O5 overall at a distorted geometry from the OMol25 dataset. Energies are from ωB97M-V/def2-TZVPD.

Each line ends with the Löwdin spin population.
Atoms and positions in Å:
O 3.1605 0.9137 -1.9218  0.422
H 2.6920 1.6278 -2.3540  0.005
H 2.6941 0.7861 -1.0957  0.003
O 0.9389 1.0205 0.2860  0.210
H 0.0407 0.8693 -0.0084  -0.002
H 0.9451 1.9315 0.5797  0.002
O -1.8503 1.1156 -0.6230  0.298
H -1.8534 0.5672 -1.4075  0.002
H -1.9834 0.5019 0.0994  0.004
O 0.3547 -1.8420 1.1117  0.058
H 0.5022 -2.6620 0.6404  0.001
H 1.1376 -1.3201 0.9360  0.000
O -2.2656 -1.0074 0.8972  -0.001
H -1.5107 -1.1294 1.4731  0.000
H -3.0025 -1.3727 1.3869  0.000

Values from the calculation:
Energy above the lowest of the compared OMol25 structures with the same formula, charge and spin (kJ/mol): 111.1
Spin multiplicity: 2
LUMO energy (spin up / spin down) (eV): -3.57 / -11.81
Charge: +1